ORCA calculation (ωB97M-V/def2-TZVPD) on a cluster of 2 separate species, Cl2HPS in total.

Calculated values
Energy relative to the best compared isomer or geometry (same formula, charge and spin): 43.8 kcal/mol
Molecular weight: 134.955 g mol⁻¹
Total charge: 0
2S+1: 1

Last column: Mulliken charge in e.
Element x y z (Å)
P1 -2.0535 0.8492 1.0929  0.452
S1 -0.4635 -0.4815 1.0200  -0.194
Cl1 -3.5610 -1.0397 -0.4805  -0.462
Cl2 -1.6600 2.1307 -0.2688  -0.026
H1 -0.1860 -0.9576 -0.2949  0.231

---

ORCA calculation (ωB97M-V/def2-TZVPD) on the molecule C9H14O.

Calculated values
Energy relative to the best compared isomer or geometry (same formula, charge and spin): 70.8 kcal/mol
Molecular weight: 138.210 g mol⁻¹
SMILES: C=C[C@]1(C(=C)C)CCCO1
Total charge: 0
2S+1: 1

Last column: Mulliken charge in e.
Element x y z (Å)
C1 0.5197 -2.5257 -0.5550  -0.739
C2 0.9396 2.3486 -0.5838  -0.795
C3 0.5367 -1.3225 -1.0546  -0.950
C4 1.0746 1.1093 -0.2421  0.044
C5 -2.1413 -0.4199 0.4428  -0.567
C6 -0.7907 -0.2330 0.9260  -1.113
C7 -2.2578 0.2494 -0.8957  -0.651
C8 -0.0476 -0.0760 -0.4598  1.882
C9 2.2459 0.4969 0.4821  -1.346
O1 -1.0267 0.4517 -1.3533  -0.514
H1 0.9657 -3.3474 -1.0892  0.314
H2 0.3696 -2.8273 0.4825  0.231
H3 1.8038 3.0546 -0.2617  0.229
H4 0.1988 2.7587 -1.2701  0.324
H5 0.7373 -1.2737 -2.0983  0.384
H6 -2.3956 -1.4502 0.2976  0.298
H7 -2.8382 -0.0129 1.0947  0.420
H8 -0.8283 0.7261 1.4246  0.453
H9 -0.5136 -0.9565 1.6391  0.415
H10 -2.9659 -0.2970 -1.4855  0.299
H11 -2.8193 1.1966 -0.8657  0.310
H12 2.0998 0.2153 1.5977  0.210
H13 2.4518 -0.4432 -0.0529  0.309
H14 3.0922 1.0521 0.4140  0.549

---

ORCA calculation (ωB97M-V/def2-TZVPD) on the ion C6H10N with charge +1.

Calculated values
Energy relative to the best compared isomer or geometry (same formula, charge and spin): 53.2 kcal/mol
Molecular weight: 96.153 g mol⁻¹
SMILES: [NH3+][C@@H]1C[C@@]12C=CC2
Total charge: +1
2S+1: 1

Last column: Mulliken charge in e.
Element x y z (Å)
C1 -2.3303 0.2796 0.5141  -0.176
C2 -1.6644 -0.8546 0.5430  -1.198
C3 -1.1808 0.9945 -0.2211  -0.833
C4 0.4228 -0.9587 -1.1001  -0.840
C5 1.1735 -0.5728 0.1713  -0.450
C6 -0.4135 -0.3028 -0.0519  1.131
N1 2.1433 0.5592 0.3104  -0.250
H1 -3.2247 0.6225 0.9357  0.447
H2 -2.0026 -1.6535 1.1067  0.482
H3 -1.3217 1.1845 -1.3287  0.260
H4 -0.8696 1.8860 0.2235  0.365
H5 0.4347 -0.3473 -1.9650  0.290
H6 0.2238 -1.9759 -1.2009  0.286
H7 1.3902 -1.1887 0.9805  0.377
H8 2.2502 1.0811 -0.5633  0.362
H9 3.0358 0.1052 0.5077  0.369
H10 1.9334 1.1417 1.1383  0.377

---

ORCA calculation (ωB97M-V/def2-TZVPD) on the molecule C3H4N4O.

Calculated values
Energy relative to the best compared isomer or geometry (same formula, charge and spin): 81.3 kcal/mol
Molecular weight: 112.092 g mol⁻¹
SMILES: [H]/N=C\N=c1\[nH]nco1
Total charge: 0
2S+1: 1

Last column: Mulliken charge in e.
Element x y z (Å)
C1 -0.0061 -1.9594 -0.3405  0.085
C2 0.0640 0.2228 0.2176  0.646
C3 -0.9780 2.1999 0.1528  0.034
H1 1.1745 -3.6370 -0.5819  0.247
H2 -1.2047 -1.7723 -0.2135  0.196
H3 1.8990 1.2791 0.4097  0.291
H4 -1.9393 2.7941 0.3005  0.327
N1 0.2215 -3.1454 -0.6770  -0.505
N2 0.7593 -0.8077 -0.2091  -0.587
N3 0.9003 1.4316 0.5319  0.024
N4 0.2697 2.6138 0.2678  -0.478
O1 -1.1602 0.7805 0.1417  -0.280

---

ORCA calculation (ωB97M-V/def2-TZVPD) on the molecule C10H10N2.

Calculated values
Energy relative to the best compared isomer or geometry (same formula, charge and spin): 95.9 kcal/mol
Molecular weight: 158.204 g mol⁻¹
SMILES: Cn1ccnc1-c1ccccc1
Total charge: 0
2S+1: 1

Last column: Mulliken charge in e.
Element x y z (Å)
C1 1.6037 -1.5915 0.6232  -0.772
C2 2.2251 0.1870 2.1874  -0.403
C3 1.6209 1.4290 2.4342  -0.426
C4 0.5593 0.6345 0.8552  0.126
C5 -0.4713 0.3839 -0.2538  0.168
C6 -1.8233 0.2518 0.0547  -0.188
C7 -2.7685 0.0112 -0.9665  -1.100
C8 -2.3318 0.0155 -2.3076  0.040
C9 -1.0233 0.2198 -2.6205  -1.056
C10 -0.1003 0.3324 -1.5554  0.100
H1 0.6069 -2.2980 0.8464  0.233
H2 2.3974 -2.0618 1.0793  0.380
H3 1.7472 -1.6396 -0.6339  0.215
H4 2.9647 -0.2633 2.6938  0.441
H5 1.7445 2.1464 3.1802  0.514
H6 -2.3285 0.3378 1.0508  0.315
H7 -3.6348 -0.0074 -0.8910  0.748
H8 -3.1996 0.0421 -3.2117  0.171
H9 -0.7464 0.0382 -3.5522  0.476
H10 0.9184 0.4487 -1.8362  0.472
N1 1.4126 -0.2953 1.1814  0.205
N2 0.6271 1.6788 1.6422  -0.659

---

ORCA calculation (ωB97M-V/def2-TZVPD) on the molecule C4H9NO.

Calculated values
Energy relative to the best compared isomer or geometry (same formula, charge and spin): 0.6 kcal/mol
Molecular weight: 87.122 g mol⁻¹
SMILES: CC(C)C(N)=O
Total charge: 0
2S+1: 1

Last column: Mulliken charge in e.
Element x y z (Å)
C1 0.9751 -0.2283 -1.0579  -1.301
C2 -0.2545 -0.3551 -0.1468  0.615
C3 -0.1581 -1.5758 0.7626  -1.450
C4 -0.4316 0.9086 0.6977  0.372
O1 -0.3409 0.9148 1.9120  -0.622
N1 -0.7129 2.0468 -0.0041  -0.379
H1 1.8779 -0.0470 -0.4637  0.319
H2 0.8796 0.5905 -1.7803  0.332
H3 1.1257 -1.1529 -1.6251  0.371
H4 -1.1452 -0.4498 -0.7848  0.251
H5 -1.0362 -1.6552 1.4088  0.333
H6 -0.0769 -2.4921 0.1682  0.411
H7 0.7178 -1.5007 1.4140  0.311
H8 -0.6825 2.0808 -1.0088  0.191
H9 -0.7374 2.9153 0.5082  0.248

---

The largest force on an atom results, record by record, are as follows: 0.072; 0.088; 0.073; 0.119; 0.299; 0.006 hartree/bohr.